# 1
Below is a cluster of 2 separate species, C5H15N2O in total at a distorted geometry, with properties calculated with ωB97M-V with the def2-TZVPD basis set.

Computed properties:
LUMO = -2.97 eV
Kohn-Sham gap = 8.231 eV
energy relative to the best compared isomer or geometry (same formula, charge and spin) = 33.2 kcal per mole
energy = -10449.11968 eV
highest occupied orbital energy = -0.4116 Eh

Structure (ORCA input):
```
! wB97M-V def2-TZVPD RIJCOSX def2/J DEFGRID3
* xyz 1 1
C -1.725 1.456 0.498
C -1.990 0.006 -0.061
C -0.676 -0.675 -0.369
C 0.328 -0.369 -1.224
N 1.401 -1.190 -1.359
C 2.448 -1.094 -2.348
N -1.217 1.414 1.900
H -1.049 1.981 -0.172
H -2.680 1.971 0.412
H -2.537 -0.632 0.637
H -2.658 0.198 -0.909
H -0.552 -1.572 0.238
H 0.184 0.534 -1.814
H 1.276 -2.087 -0.911
H 2.468 -0.057 -2.689
H 3.436 -1.269 -1.926
H 2.284 -1.730 -3.223
H -0.332 0.837 2.061
H -1.901 0.930 2.485
H -1.068 2.385 2.165
H 1.303 -0.307 1.242
H 1.933 0.152 2.539
O 1.081 0.051 2.109
*
```



# 2
Below is a cluster of 2 separate species, C5H15N2O in total at a distorted geometry, with properties calculated with ωB97M-V with the def2-TZVPD basis set.

Computed properties:
LUMO = -3.26 eV
Kohn-Sham gap = 10.784 eV
energy relative to the best compared isomer or geometry (same formula, charge and spin) = 37.4 kcal per mole
energy = -10448.93947 eV
highest occupied orbital energy = -0.5159 Eh

Structure (ORCA input):
```
! wB97M-V def2-TZVPD RIJCOSX def2/J DEFGRID3
* xyz 1 1
C -2.135 -2.312 -0.720
C -1.021 -1.386 -0.244
C -0.002 -1.137 -1.349
C 1.158 -0.161 -1.030
C 1.197 2.226 -0.827
N 0.683 1.113 -0.528
N -1.655 -0.115 0.233
H -2.849 -2.590 0.058
H -1.694 -3.233 -1.086
H -2.623 -1.931 -1.614
H -0.538 -1.926 0.556
H 0.512 -2.080 -1.470
H -0.483 -1.002 -2.313
H 1.739 -0.640 -0.239
H 1.733 -0.063 -1.956
H 0.645 3.103 -0.484
H 1.966 2.406 -1.584
H -0.937 0.523 0.634
H -2.379 -0.343 0.910
H -2.072 0.411 -0.541
H 2.540 1.482 3.142
H 0.993 1.480 3.112
O 1.754 1.590 3.699
*
```



# 3
Below is a structure of composition C5H15N2O at a distorted geometry, with properties calculated with ωB97M-V with the def2-TZVPD basis set.

Computed properties:
LUMO = -8.41 eV
Kohn-Sham gap = 3.722 eV
energy relative to the best compared isomer or geometry (same formula, charge and spin) = 283.9 kcal per mole
energy = -10438.25119 eV
highest occupied orbital energy = -0.4458 Eh

Structure (ORCA input):
```
! wB97M-V def2-TZVPD RIJCOSX def2/J DEFGRID3
* xyz 1 1
C -0.510 -0.016 2.027
C 0.298 0.870 1.138
C -0.430 0.921 -0.273
C -0.502 -0.303 -1.236
C 0.835 -0.915 -1.765
N 1.731 0.107 -2.019
N 1.681 0.429 1.044
H -1.619 0.038 1.864
H -0.416 -1.134 1.473
H -0.184 -0.064 3.063
H 0.268 1.934 1.422
H -1.436 1.247 -0.055
H 0.076 1.721 -0.841
H -1.193 -1.058 -0.820
H 0.647 -1.513 -2.663
H 1.235 -1.614 -0.976
H -1.004 0.077 -2.120
H 2.245 -0.008 -2.900
H 2.085 0.438 0.101
H 2.310 0.900 1.685
H -0.388 -1.911 1.470
H -3.501 -0.759 0.762
O -2.539 -0.707 0.636
*
```



# 4
Below is a cluster of 2 separate species, C5H15N2O in total at a distorted geometry, with properties calculated with ωB97M-V with the def2-TZVPD basis set.

Computed properties:
LUMO = -3.08 eV
Kohn-Sham gap = 9.771 eV
energy relative to the best compared isomer or geometry (same formula, charge and spin) = 38.4 kcal per mole
energy = -10448.89622 eV
highest occupied orbital energy = -0.4724 Eh

Structure (ORCA input):
```
! wB97M-V def2-TZVPD RIJCOSX def2/J DEFGRID3
* xyz 1 1
N -1.978 -0.249 1.466
C -0.598 -0.257 0.818
C -0.037 1.136 0.806
C 1.431 1.124 0.434
C 2.280 0.116 0.558
C -0.926 -0.743 -0.591
N -1.474 -2.117 -0.443
H -2.340 -1.208 1.384
H -1.970 0.057 2.438
H -2.586 0.368 0.928
H -0.021 -1.047 1.268
H -0.544 1.901 0.219
H 0.021 1.525 1.835
H 1.809 2.063 0.051
H 2.183 -0.804 1.122
H 3.282 0.341 0.197
H -0.025 -0.796 -1.206
H -1.613 -0.126 -1.177
H -0.700 -2.763 -0.354
H -1.992 -2.398 -1.269
H 1.305 1.291 -3.297
H 2.695 1.431 -2.710
O 1.799 1.157 -2.477
*
```



# 5
Below is a cluster of 2 separate species, C5H15N2OP in total at a distorted geometry, with properties calculated with ωB97M-V with the def2-TZVPD basis set.

Computed properties:
LUMO = 0.87 eV
Kohn-Sham gap = 9.758 eV
SMILES = N=[P@@H](N)O.C/C=C\CC
energy relative to the best compared isomer or geometry (same formula, charge and spin) = 32.1 kcal per mole
energy = -19743.50160 eV
highest occupied orbital energy = -0.3267 Eh

Structure (ORCA input):
```
! wB97M-V def2-TZVPD RIJCOSX def2/J DEFGRID3
* xyz 0 1
N -2.124 0.544 -0.118
P -3.633 0.341 -0.298
N -4.323 -1.100 -0.820
O -4.277 0.655 1.106
H -1.521 0.193 -0.903
H -4.415 1.215 -1.194
H -4.097 -2.023 -0.526
H -5.281 -1.011 -0.572
H -3.754 1.045 1.768
C 4.052 1.182 -0.148
C 2.760 1.057 -0.816
C 1.646 0.471 -0.364
C 1.522 -0.429 0.800
C 0.824 -1.698 0.504
H 4.720 1.446 -0.902
H 4.199 2.068 0.620
H 4.394 0.261 0.311
H 2.889 1.750 -1.636
H 0.619 0.647 -0.929
H 2.633 -0.499 1.182
H 0.996 0.085 1.589
H 1.457 -2.168 -0.299
H 0.873 -2.552 1.375
H -0.160 -1.482 0.271
*
```



# 6
Below is a cluster of 2 separate species, C5H15N2S in total at a distorted geometry, with properties calculated with ωB97M-V with the def2-TZVPD basis set.

Computed properties:
LUMO = -3.67 eV
Kohn-Sham gap = 9.008 eV
energy relative to the best compared isomer or geometry (same formula, charge and spin) = 68.5 kcal per mole
energy = -19234.84273 eV
highest occupied orbital energy = -0.4658 Eh

Structure (ORCA input):
```
! wB97M-V def2-TZVPD RIJCOSX def2/J DEFGRID3
* xyz 1 1
N 0.929 -1.148 0.813
C 1.049 0.291 0.142
C 2.362 0.512 -0.611
S 3.725 0.192 0.517
C -0.198 0.264 -0.772
N -1.382 -0.233 0.130
C -1.715 0.794 1.184
C -2.582 -0.729 -0.591
H 1.531 -0.925 1.628
H -0.868 -1.043 0.561
H 1.617 -1.768 0.297
H 0.878 0.971 0.958
H 2.279 -0.205 -1.428
H 2.201 1.446 -1.147
H 4.768 -0.139 -0.972
H -0.068 -0.377 -1.606
H -0.504 1.296 -1.107
H -1.055 0.656 2.036
H -2.780 0.804 1.319
H -1.480 1.860 0.900
H -3.333 -1.069 0.143
H -2.362 -1.560 -1.282
H -3.015 0.110 -1.111
*
```



# 7
Below is a cluster of 3 separate species, C5H15N2S in total at a distorted geometry, with properties calculated with ωB97M-V with the def2-TZVPD basis set.

Computed properties:
LUMO (spin up / spin down) = -4.84 / -4.68 eV
Kohn-Sham gap (spin up / spin down) = 7.138 / 6.880 eV
energy relative to the best compared isomer or geometry (same formula, charge and spin) = 132.8 kcal per mole
energy = -19232.05305 eV
highest occupied orbital energy (spin up / spin down) = -0.4401 / -0.4247 Eh

Structure (ORCA input):
```
! wB97M-V def2-TZVPD RIJCOSX def2/J DEFGRID3
* xyz 1 1
C 1.302 -1.681 -0.024
C -0.254 1.604 0.523
C -2.439 -1.558 1.554
C 2.657 1.761 -3.629
C 0.790 -0.428 -0.102
N -0.016 0.233 0.534
N -1.702 -0.598 2.360
S 1.015 1.433 -3.027
H 0.944 -2.220 -0.906
H 0.754 -2.326 0.825
H 2.291 -1.737 0.116
H -0.524 1.977 1.506
H 0.469 2.221 0.146
H -1.191 1.762 0.050
H -2.828 -0.957 0.722
H -1.847 -2.428 1.164
H -3.434 -1.903 1.941
H 3.184 0.871 -3.264
H 2.847 2.737 -3.159
H 2.598 2.038 -4.657
H -0.628 -0.154 1.386
H -1.707 -0.830 3.372
H -2.282 0.182 2.570
*
```



# 8
Below is the ion C5H15N2S with charge +1 at a distorted geometry, with properties calculated with ωB97M-V with the def2-TZVPD basis set.

Computed properties:
LUMO = -3.49 eV
Kohn-Sham gap = 8.530 eV
SMILES = C[C@@H](CS)NCC[NH3+]
energy relative to the best compared isomer or geometry (same formula, charge and spin) = 19.0 kcal per mole
energy = -19236.99066 eV
highest occupied orbital energy = -0.4417 Eh

Structure (ORCA input):
```
! wB97M-V def2-TZVPD RIJCOSX def2/J DEFGRID3
* xyz 1 1
C -1.806 -1.032 1.180
C -0.637 -0.105 0.867
C 0.342 0.002 2.016
S -0.316 0.748 3.520
N 0.134 -0.537 -0.338
C -0.409 -0.099 -1.619
C 0.658 0.713 -2.412
N 1.878 0.938 -1.597
H -2.330 -0.583 2.017
H -1.458 -2.011 1.502
H -2.546 -1.065 0.394
H -1.054 0.843 0.567
H 0.751 -0.976 2.291
H 1.238 0.518 1.672
H -0.400 -0.367 4.252
H 0.212 -1.546 -0.361
H -0.715 -0.906 -2.263
H -1.265 0.565 -1.496
H 0.296 1.670 -2.786
H 0.959 0.230 -3.337
H 2.138 0.061 -1.140
H 1.682 1.579 -0.819
H 2.649 1.360 -2.109
*
```



# 9
Below is a cluster of 2 separate species, C5H15N2S in total at a distorted geometry, with properties calculated with ωB97M-V with the def2-TZVPD basis set.

Computed properties:
LUMO = -3.46 eV
Kohn-Sham gap = 8.708 eV
energy relative to the best compared isomer or geometry (same formula, charge and spin) = 93.1 kcal per mole
energy = -19233.77770 eV
highest occupied orbital energy = -0.4473 Eh

Structure (ORCA input):
```
! wB97M-V def2-TZVPD RIJCOSX def2/J DEFGRID3
* xyz 1 1
C 2.985 -0.166 -0.353
C 0.964 -1.567 -0.062
C -3.970 -0.454 0.385
C 1.498 -0.130 -0.454
C 0.955 0.926 0.465
N -1.306 0.407 0.217
N 0.909 2.142 0.124
S -2.488 -0.015 -0.745
H 3.536 0.734 -0.697
H 3.422 0.019 0.663
H 3.426 -1.025 -0.753
H 0.607 -2.232 -0.953
H 0.062 -1.289 0.473
H 1.770 -2.153 0.416
H -4.257 0.525 0.854
H -3.586 -0.923 1.208
H -4.815 -0.901 -0.124
H 1.053 0.105 -1.441
H 0.755 0.577 1.435
H -1.614 1.405 0.590
H 1.302 2.359 -0.772
H -1.835 -1.244 -1.159
H 0.629 2.901 0.681
*
```



# 10
Below is a cluster of 2 separate species, C5H15N2S in total at a distorted geometry, with properties calculated with ωB97M-V with the def2-TZVPD basis set.

Computed properties:
LUMO = -7.71 eV
Kohn-Sham gap = 5.604 eV
energy relative to the best compared isomer or geometry (same formula, charge and spin) = 125.2 kcal per mole
energy = -19232.38384 eV
highest occupied orbital energy = -0.4894 Eh

Structure (ORCA input):
```
! wB97M-V def2-TZVPD RIJCOSX def2/J DEFGRID3
* xyz 1 1
N 1.207 1.110 1.413
C 0.086 0.164 1.446
C -1.068 0.628 0.509
S -0.690 1.003 -1.193
C 0.485 -1.284 1.137
N 0.816 -1.502 -0.259
C 1.782 -0.668 -0.885
C -0.246 -1.804 -1.115
H 1.020 1.775 0.663
H 1.316 1.665 2.252
H -6.123 2.652 0.738
H -0.260 0.134 2.469
H -1.867 -0.122 0.606
H -1.551 1.487 1.016
H -6.508 3.283 0.737
H -0.367 -1.909 1.373
H 1.368 -1.546 1.717
H 1.341 0.278 -1.278
H 2.248 -1.211 -1.727
H 2.581 -0.418 -0.157
H 0.056 -2.432 -1.971
H -0.818 -0.883 -1.470
H -1.058 -2.351 -0.592
*
```



# 11
Below is a structure of composition C5H15N3 at a distorted geometry, with properties calculated with ωB97M-V with the def2-TZVPD basis set.

Computed properties:
LUMO = 0.89 eV
Kohn-Sham gap = 7.635 eV
energy relative to the best compared isomer or geometry (same formula, charge and spin) = 108.7 kcal per mole
energy = -9894.43638 eV
highest occupied orbital energy = -0.2479 Eh

Structure (ORCA input):
```
! wB97M-V def2-TZVPD RIJCOSX def2/J DEFGRID3
* xyz 0 1
C -0.162 0.779 0.048
C -0.237 -0.522 0.668
C 0.283 0.906 -1.389
C -0.551 -1.788 -0.086
C -2.221 0.697 0.039
N 1.592 -0.753 1.124
N 0.178 1.863 0.854
N 2.525 -1.197 0.161
H 1.949 0.117 1.519
H -0.602 -0.524 1.691
H 0.800 2.565 0.481
H -0.125 1.823 1.817
H 2.261 -2.107 -0.205
H 2.685 -0.564 -0.626
H 1.312 0.561 -1.518
H 0.238 1.942 -1.730
H -0.345 0.307 -2.049
H -1.628 -1.952 -0.146
H -0.149 -1.776 -1.100
H -0.103 -2.636 0.437
H -2.540 0.196 -0.875
H -2.734 0.299 0.916
H -2.427 1.766 -0.032
*
```